14 unconnected molecules or ions with the total composition C22H72N20O14 at a distorted geometry. Source: the OMol25 dataset; level of theory: ωB97M-V with the def2-TZVPD basis set.

```
128
Properties=species:S:1:pos:R:3:forces:R:3
C -5.155 1.625 0.283 -2.111 1.294 -0.140
C -4.149 2.516 0.930 1.822 -1.175 1.572
C -4.391 2.897 2.392 -0.971 0.790 -0.653
O -2.955 1.675 0.933 0.851 0.240 0.282
H -5.168 0.578 0.586 0.772 0.008 -0.132
H -5.107 1.797 -0.792 -0.082 -0.637 -0.082
H -6.143 1.939 0.619 -0.337 0.273 -0.312
H -3.858 3.422 0.398 -0.550 0.020 -0.392
H -5.116 3.711 2.383 -0.381 0.044 -0.100
H -3.551 3.394 2.877 0.401 -0.663 0.003
H -4.877 2.110 2.967 0.488 -0.192 0.117
H -2.971 1.173 0.115 0.102 -0.153 -0.307
C -1.563 4.724 -1.132 0.334 -0.648 0.617
C -0.640 3.570 -1.721 0.551 2.586 -1.066
C -0.504 3.888 -3.253 0.182 0.652 0.263
O 0.676 3.739 -1.083 -0.680 -0.638 -0.303
H -1.232 5.741 -1.342 0.907 -0.134 -0.444
H -1.518 4.674 -0.044 -0.258 -0.246 0.114
H -2.602 4.839 -1.441 -0.110 -0.979 -0.161
H -0.940 2.548 -1.492 -0.286 0.211 0.039
H -0.009 4.852 -3.371 -0.106 0.497 0.596
H -1.480 4.072 -3.702 -0.112 -0.441 -0.039
H 0.146 3.347 -3.942 -0.302 -0.995 0.547
H 0.846 4.684 -1.109 0.038 0.203 0.013
C 4.200 -0.733 -0.803 0.414 0.598 0.463
C 5.613 -0.521 -1.368 1.178 -0.166 1.319
C 6.253 0.893 -1.182 -2.133 -0.453 -0.670
O 6.465 -1.309 -0.569 0.363 -1.794 0.765
H 3.885 -1.776 -0.779 0.182 -0.123 -0.845
H 3.472 -0.109 -1.322 0.005 -0.152 0.137
H 4.185 -0.511 0.264 0.132 0.632 0.096
H 5.614 -0.948 -2.372 0.147 0.569 -0.428
H 5.655 1.427 -1.921 0.492 1.332 0.244
H 7.332 1.031 -1.254 -0.071 -0.649 -0.913
H 6.090 1.192 -0.146 -0.685 0.181 -0.047
H 7.262 -1.512 -1.063 0.049 -0.012 0.018
C 0.293 0.711 -4.777 -0.063 -0.183 0.420
C 1.682 0.915 -4.125 -2.551 -2.689 1.032
C 2.468 -0.390 -3.875 0.374 -0.873 0.419
O 2.368 1.713 -4.928 2.430 2.459 -1.878
H 0.347 0.319 -5.792 0.259 -0.914 0.186
H -0.237 1.638 -4.998 0.232 0.313 0.663
H -0.303 0.131 -4.072 -0.421 -0.376 -0.444
H 1.459 1.419 -3.185 0.412 0.263 0.272
H 2.672 -1.037 -4.728 -0.469 0.421 -0.791
H 2.084 -1.136 -3.179 -0.627 0.348 0.340
H 3.484 -0.239 -3.510 -0.048 0.703 0.117
H 2.522 1.176 -5.708 0.381 0.343 -0.468
C 3.971 3.091 1.324 1.535 -0.304 -1.652
O 3.413 2.016 1.497 -1.447 -1.119 1.285
N 3.846 3.768 0.190 -0.409 1.790 -1.700
N 4.945 3.568 2.100 1.205 0.472 2.247
H 4.337 4.643 0.070 -0.075 -0.158 0.166
H 3.126 3.638 -0.506 -0.134 -0.651 0.372
H 5.113 3.197 3.024 -0.225 -0.308 -0.352
H 5.620 4.276 1.849 -0.513 -0.024 -0.331
C 0.318 -4.314 3.282 1.009 -0.461 -0.616
O -0.134 -5.390 3.451 -1.725 -4.721 0.391
N 1.382 -4.109 2.525 2.945 0.672 -1.810
N -0.226 -3.287 3.817 -1.982 3.905 1.870
H 1.951 -4.934 2.404 -0.122 0.063 -0.058
H 1.913 -3.272 2.722 0.035 -0.121 -0.228
H -0.966 -3.527 4.462 -0.009 0.652 -0.105
H 0.031 -2.335 3.601 -0.331 -0.097 0.349
C 2.667 -0.585 4.340 1.631 -0.724 2.253
O 2.785 -1.830 4.143 -0.697 1.348 -0.725
N 2.062 0.234 3.508 -1.647 -0.678 -2.027
N 3.222 0.040 5.364 0.386 -0.517 0.808
H 1.317 -0.177 2.964 -0.809 -0.130 -1.118
H 2.479 1.073 3.129 0.540 0.544 -0.101
H 2.743 0.882 5.651 0.260 0.008 0.333
H 3.671 -0.557 6.043 0.117 0.344 0.244
C 0.048 3.450 2.740 -3.523 2.473 1.947
O -0.662 4.210 3.428 -0.045 -0.985 -0.991
N 1.329 3.491 2.863 5.308 0.518 1.045
N -0.321 2.561 1.856 -1.554 -2.039 -1.703
H 1.923 2.893 2.306 0.013 0.494 0.037
H 1.707 4.312 3.315 0.054 -0.295 -0.011
H -1.296 2.428 1.628 -0.175 -0.132 -0.127
H 0.371 2.214 1.208 -0.471 0.140 -0.091
C -5.298 -2.434 0.426 -6.123 -0.131 0.263
O -6.247 -2.645 1.164 -0.909 0.117 0.883
N -5.381 -2.046 -0.791 -2.303 2.047 -5.842
N -4.115 -2.610 0.713 8.270 -1.701 4.639
H -4.565 -1.845 -1.352 -0.524 0.120 0.059
H -6.299 -1.869 -1.173 0.308 0.007 -0.073
H -4.037 -2.947 1.662 0.934 -0.181 -0.181
H -3.374 -2.630 0.027 0.138 -0.125 0.501
C -1.743 -4.324 -0.643 -0.432 -2.046 -1.940
O -1.915 -3.216 -1.051 -1.037 4.601 -1.764
N -1.356 -4.590 0.515 2.152 0.437 7.058
N -1.899 -5.403 -1.341 -1.208 -1.767 -3.141
H -1.313 -3.758 1.085 0.342 -0.411 0.745
H -1.485 -5.490 0.956 0.161 0.294 0.169
H -1.466 -6.264 -1.039 -0.436 0.034 -0.711
H -2.340 -5.188 -2.225 0.393 -1.159 -0.237
C 0.358 -0.362 0.227 0.094 0.941 0.851
O 0.503 -0.740 1.355 -0.158 -2.694 4.245
N -0.616 -0.580 -0.569 -4.672 -2.282 -3.116
N 1.166 0.521 -0.206 3.791 3.976 -1.948
H -1.246 -1.364 -0.485 0.097 -0.079 0.430
H -0.893 0.028 -1.326 0.293 0.076 0.071
H 1.176 0.823 -1.170 0.192 0.132 0.310
H 1.800 0.927 0.468 0.462 -0.013 -0.550
C 1.892 -3.927 -1.908 4.812 -0.533 -2.349
O 2.883 -3.964 -2.631 0.394 0.064 -0.772
N 1.954 -4.293 -0.674 -1.071 -0.730 3.943
N 0.716 -3.570 -2.330 -3.771 1.422 -1.563
H 1.036 -4.307 -0.253 0.603 -0.408 1.052
H 2.800 -4.585 -0.205 -0.343 0.175 -0.323
H 0.200 -2.948 -1.724 -0.365 -0.075 -0.308
H 0.689 -3.371 -3.319 -0.042 0.236 0.213
C -3.228 -0.415 -3.305 0.244 1.492 1.667
O -3.057 0.242 -2.263 0.035 0.464 -0.543
N -3.165 -1.706 -3.296 0.407 -3.701 0.617
N -3.500 0.027 -4.510 -0.544 2.879 -1.952
H -3.134 -2.171 -4.191 0.126 -0.495 0.631
H -2.772 -2.092 -2.449 0.201 -0.801 -0.356
H -3.584 -0.572 -5.319 -0.035 0.369 0.285
H -3.578 1.029 -4.605 -0.066 -0.245 -0.361
C -2.117 -0.759 4.285 0.501 -1.269 6.040
O -1.042 -0.501 4.842 0.296 -0.219 0.002
N -3.183 -1.326 4.915 -0.216 -0.527 1.919
N -2.373 -0.597 3.082 -0.455 1.779 -7.433
H -4.030 -1.585 4.429 0.265 0.070 0.236
H -3.111 -1.502 5.907 -0.169 0.063 -0.277
H -1.665 -0.108 2.553 -0.284 0.066 -0.377
H -3.335 -0.524 2.782 0.361 0.076 -0.351
```
Forces are in eV/Å.

Results
HOMO energy (spin up / spin down): -11.3013 / -11.3012 eV
Multiplicity: 2
Total charge: +1
E_tot: -82446.0322 eV

Results of the Löwdin charge analysis, in e, for atoms 1 through 2: -0.050 -0.435